62
Properties=species:S:1:pos:R:3:lowdin_charge:R:1 method="wB97M-V/def2-TZVPD" gap_ev=7.148 max_force_ev_per_a=0.8 charge=0
H 3.883 -1.452 -2.209 0.105
H 2.004 3.853 4.282 0.113
C 0.947 4.974 1.260 -0.017
C 1.543 4.029 0.452 -0.063
Cl -1.855 -7.136 -4.500 0.694
C 1.755 -0.304 0.841 -0.691
O -0.865 2.718 -0.950 -0.277
N -3.504 0.492 3.030 -0.082
N 0.385 0.967 -2.966 0.026
C -0.901 -3.882 -1.495 -0.497
C -0.502 -5.205 -1.268 -0.599
C -1.608 -3.613 -2.668 -0.567
Ta -0.816 -0.914 -0.636 1.687
C 2.205 -0.464 -2.701 -0.798
O 3.183 2.305 -1.308 -0.324
H -5.229 0.042 2.150 0.048
H -3.324 1.077 3.836 0.053
O -0.971 0.797 0.564 -0.433
O -1.897 0.574 -1.487 -0.515
Cl -2.773 -4.184 -5.020 0.716
C 2.467 2.949 2.401 -0.062
N 1.861 0.603 -0.109 -0.116
C 1.755 -1.944 2.691 -0.365
O 4.155 1.228 0.694 -0.352
N 0.718 -1.174 0.802 -0.185
H -2.285 -1.778 1.382 0.033
S 2.793 -0.638 2.200 1.098
N 1.745 0.706 -3.131 -0.062
S 1.187 -1.751 -2.230 0.757
N 3.530 -0.640 -2.686 0.134
C 1.865 3.892 3.208 -0.022
Cl 0.369 -5.534 0.174 0.751
C 1.086 4.912 2.649 -0.312
C -1.496 -5.903 -3.362 -0.707
H -3.044 -2.446 -0.057 0.022
S 2.994 1.758 0.019 0.599
H -0.037 1.195 -3.859 0.108
H 2.380 1.495 -3.036 0.124
N -4.776 0.880 2.495 -0.082
H -0.264 6.383 3.062 0.093
H -3.356 -0.755 0.420 0.012
C 0.738 -2.098 1.838 -0.229
H 1.419 4.072 -0.619 0.108
N 0.511 5.877 3.456 0.105
C -2.601 -1.540 0.356 -0.221
H 0.356 5.766 0.816 0.118
H 1.975 -2.536 3.562 0.071
S -1.723 1.703 -0.410 0.364
C -1.906 -4.594 -3.598 -0.696
H -4.650 1.512 1.710 0.036
C 2.299 3.012 1.021 -0.293
H 0.247 1.737 -2.309 0.053
H -0.025 -2.859 1.876 0.100
O -0.619 -2.938 -0.631 -0.428
H -2.762 0.659 2.360 0.018
C -0.793 -6.201 -2.191 -0.690
Cl -0.282 -7.810 -1.890 0.708
H 4.133 0.168 -2.737 0.117
H 0.375 5.628 4.421 0.091
Cl -2.104 -1.965 -2.913 0.786
O -2.981 2.117 0.113 -0.248
H 3.084 2.176 2.839 0.088

***

83
Properties=species:S:1:pos:R:3:lowdin_charge:R:1 method="wB97M-V/def2-TZVPD" gap_ev=6.029 max_force_ev_per_a=12.2 charge=+1
C -2.193 1.121 0.001 -0.077
H 1.704 1.801 -0.012 0.106
C -1.944 -1.476 -4.159 -0.163
C -3.427 -2.852 -1.755 -0.286
C -5.550 0.908 2.348 -0.127
O -1.388 -2.568 3.105 -0.335
H 4.101 -0.545 -5.257 0.079
C 2.097 1.896 5.122 -0.151
H -1.257 -0.047 2.446 0.169
C -3.904 -0.772 1.142 -0.198
C -2.567 -0.496 0.208 -0.387
C -0.504 -0.025 1.520 -0.207
C 1.243 0.081 3.230 -0.140
N -1.038 1.224 0.787 0.019
H -2.658 0.575 -3.463 0.080
H -4.027 -1.882 1.491 0.128
H 1.955 2.217 2.783 0.095
F 0.405 -4.657 0.126 0.003
H -6.311 0.042 2.037 0.098
H -1.552 -0.866 -5.101 0.093
C 2.228 1.390 3.568 -0.291
H 0.984 1.667 5.477 0.112
P -3.293 -0.931 -1.547 0.964
H -3.987 -3.021 -2.774 0.055
H 3.858 -0.243 3.111 0.088
H 0.316 0.204 3.932 0.130
H 4.563 1.301 4.044 0.085
H -4.065 -3.356 -0.899 0.064
C 0.704 -2.048 -1.670 0.174
C -0.052 -1.591 -0.553 -0.046
H -2.994 -1.928 -4.413 0.083
O 2.870 -2.647 -6.349 0.004
C 2.340 3.501 5.355 -0.382
H 4.202 3.648 3.875 0.078
H -1.151 -2.305 -3.927 0.058
O 0.939 -0.057 1.799 -0.114
H 3.595 -0.052 -6.866 0.076
O -1.406 3.759 -2.336 0.067
C 0.381 -3.905 1.432 -0.256
C 3.239 4.244 4.203 -0.119
H 2.793 1.265 5.858 0.137
H 1.242 3.815 -0.249 0.110
H -5.608 1.702 1.481 0.081
C 1.831 -2.264 -7.156 -0.323
O 1.960 -1.534 -8.138 0.151
H -2.358 -3.357 -1.856 0.061
N -2.944 2.177 -0.777 0.180
S -1.222 -2.875 1.568 0.919
C -4.042 0.202 2.447 -0.232
H 4.358 -2.302 -7.779 0.132
F 0.477 -4.230 -6.926 0.154
H 1.275 5.460 5.922 0.089
H -4.030 -0.508 3.406 0.130
F 0.305 -2.728 -5.353 0.092
F -0.573 -2.359 -7.313 0.144
C 1.006 2.745 0.209 0.083
C -0.223 2.469 1.057 -0.078
H 5.316 -0.319 -6.540 0.086
H -5.871 1.441 3.341 0.085
C 4.166 -2.142 -6.711 -0.205
C 4.309 -0.681 -6.324 -0.066
H 0.273 3.938 6.434 0.086
H 1.326 -2.182 -2.653 0.090
F 0.229 -4.980 2.483 0.024
H 4.125 1.384 2.197 0.089
C 0.949 4.374 5.571 -0.123
H 2.940 3.607 6.373 0.138
H 2.564 4.323 3.222 0.073
H -3.177 0.972 2.603 0.095
H -4.834 -0.546 0.427 0.096
C -1.158 -1.268 0.611 -0.304
C 3.785 0.935 3.249 -0.101
H 3.488 5.376 4.484 0.100
H -0.572 3.247 1.889 0.151
H 4.904 -2.736 -6.160 0.128
F 1.606 -3.111 1.682 0.028
C -2.153 2.805 -1.712 0.005
H -1.094 0.062 -2.544 0.068
O -2.359 -3.852 1.113 -0.331
C -2.126 -0.360 -2.945 -0.439
C 0.518 -2.888 -6.690 -0.463
H 1.798 -0.909 3.588 0.150
H 0.348 4.526 4.551 0.078

***

11
Properties=species:S:1:pos:R:3:lowdin_charge:R:1 method="wB97M-V/def2-TZVPD" gap_ev=5.688 max_force_ev_per_a=3.0 charge=-1
C -0.388 -0.103 -0.559 -0.518
H -0.376 0.915 -0.206 -0.001
H 2.129 -0.495 2.166 -0.020
H -3.557 -0.128 -1.527 -0.521
S -2.829 0.681 -2.183 -0.194
S 0.334 -1.117 0.823 0.643
H -1.356 -0.666 -0.611 -0.049
C 1.704 0.012 1.344 -0.456
H 0.413 -0.185 -1.422 0.066
H 2.367 0.043 0.479 0.016
H 1.560 1.043 1.697 0.036

***

62
Properties=species:S:1:pos:R:3:lowdin_charge:R:1 method="wB97M-V/def2-TZVPD" gap_ev=6.563 max_force_ev_per_a=1.0 charge=+1
C -2.355 0.580 -4.094 0.112
C -2.129 2.584 -2.646 -0.480
O -0.699 4.297 0.430 -0.438
H 2.136 -0.882 1.319 0.056
C 1.848 -4.100 2.095 -0.104
C -1.381 -1.082 -2.114 -0.063
C 1.546 -3.647 4.518 -0.114
C -0.333 -3.178 2.928 -0.255
H -0.816 -3.536 2.018 0.092
H 1.801 -0.346 4.141 0.091
O -3.024 -0.582 -6.445 0.109
O -0.156 -2.886 -1.393 0.095
C 1.241 -1.282 4.184 -0.305
H 0.902 6.338 -2.591 0.136
C 1.483 2.602 -2.373 -0.684
O -0.679 6.288 -0.580 0.174
C -0.374 5.135 -0.559 -0.510
N 2.483 -2.838 1.977 -0.139
Se 0.923 1.818 1.437 0.173
O -2.206 2.924 -1.342 -0.207
P 0.163 -1.397 2.664 1.032
O -2.217 3.386 -3.525 0.177
B -2.713 0.916 1.109 -1.000
O -2.515 -2.553 -5.731 0.097
H 2.277 -4.428 4.735 0.145
C 1.566 -1.795 1.497 -0.321
C 1.942 4.654 -3.480 -0.008
W -1.240 2.414 0.245 1.299
H 1.310 -4.362 1.185 0.146
O -1.273 -1.778 0.072 0.053
O -0.919 0.818 -0.774 -0.361
C -2.231 -0.779 -4.301 -0.099
H 0.798 -3.604 5.309 0.144
H -1.656 -2.686 -3.513 0.144
Se -1.845 2.849 3.305 0.209
C 1.095 5.275 -2.577 0.039
H 3.893 -3.223 3.466 0.139
Se 0.426 3.433 3.067 0.183
H 2.832 2.766 -4.027 0.108
N 0.823 -4.087 3.238 -0.073
F -3.552 0.467 0.157 0.154
H 2.569 -4.877 2.349 0.145
N -2.628 -1.352 -5.600 -0.348
H 3.627 -1.509 3.109 0.140
H 1.151 -2.110 0.540 0.064
H 0.610 -1.225 5.073 0.096
H -2.740 1.223 -4.874 0.148
C -1.744 -1.625 -3.326 0.108
F -2.838 0.269 2.260 0.103
C -1.456 0.297 -1.873 -0.269
N -0.893 -1.973 -1.067 -0.312
N 0.635 3.168 -1.530 0.028
N 2.190 -2.396 4.339 -0.147
C -1.977 1.119 -2.877 -0.034
H 2.444 5.224 -4.250 0.125
C 2.157 3.292 -3.369 -0.079
H 0.477 -5.038 3.373 0.180
H -1.043 -3.250 3.753 0.103
Se -3.181 3.494 1.517 0.476
Br 1.849 0.754 -2.184 0.856
C 3.136 -2.473 3.229 -0.153
C 0.479 4.496 -1.622 -0.175

***

17
Properties=species:S:1:pos:R:3:lowdin_charge:R:1 method="wB97M-V/def2-TZVPD" gap_ev=10.811 max_force_ev_per_a=5.4 charge=0
H -1.948 -1.545 -1.986 0.077
H 0.227 1.666 1.715 0.055
H 3.090 1.503 0.461 0.159
C 1.318 -0.432 1.455 -0.392
C -2.062 -1.001 -1.021 -0.125
C -1.085 0.164 -0.736 -0.182
C 0.359 -0.375 -0.404 -0.157
C 1.369 0.717 0.417 -0.440
H -1.970 -1.678 -0.148 0.071
O 2.507 1.082 -0.241 0.080
H 0.964 -0.949 -1.214 0.179
H -3.125 -0.555 -1.064 0.093
H -1.040 0.699 -1.701 0.118
H -1.468 0.692 0.195 0.130
O 1.702 -0.560 2.558 0.182
O 0.708 1.807 0.975 0.104
O 0.452 -1.237 0.739 0.047

***

67
Properties=species:S:1:pos:R:3:lowdin_charge:R:1 method="wB97M-V/def2-TZVPD" gap_ev=7.154 max_force_ev_per_a=3.2 charge=+1
C -0.435 3.560 -0.284 -0.542
H -5.231 -1.019 2.033 0.091
H 6.402 0.431 -0.660 0.069
C -1.579 -3.473 1.406 -0.063
N 4.120 0.496 1.322 0.178
C 6.516 0.503 0.435 -0.054
H -5.542 -1.316 -3.762 0.081
C -4.278 1.715 -2.670 -0.058
H 0.977 3.552 1.188 0.154
H -0.213 1.041 3.762 0.132
H -3.480 -0.273 -2.848 0.138
N 0.848 3.198 0.243 0.190
C -3.257 -1.911 2.163 -0.498
H -3.898 2.080 -3.626 0.082
H -5.779 0.177 -1.253 0.096
C 1.385 0.717 2.383 -0.101
C -0.077 1.144 2.665 -0.142
H -2.323 -4.132 1.888 0.094
H 3.821 -0.324 -2.479 0.141
C -0.932 -1.268 2.158 -0.213
H -1.542 -3.772 0.336 0.085
H 1.990 1.086 3.239 0.125
N -1.983 -2.041 1.461 -0.131
C -1.177 0.250 2.017 -0.154
F -0.561 3.921 -1.545 0.136
O -4.921 -0.237 -1.410 -0.077
H -6.412 0.201 -3.597 0.084
H -4.763 -2.060 0.612 0.095
H -0.272 2.216 2.467 0.108
H 6.484 1.563 0.728 0.084
H 5.684 -0.641 2.057 0.129
H -0.579 -3.663 1.834 0.081
H -3.584 2.015 -1.881 0.069
N 3.022 -0.335 -0.516 -0.047
O -1.371 3.532 0.391 0.226
H -5.230 2.211 -2.461 0.085
H -1.421 0.522 0.974 0.110
C 1.060 1.803 0.178 -0.501
H 2.386 -2.117 0.372 0.137
C 3.144 0.296 -1.855 -0.142
C -4.415 -1.328 1.360 0.006
C 3.042 0.505 0.609 -0.250
H -0.864 -1.597 3.225 0.140
H -2.108 0.459 2.590 0.128
C 5.324 -0.305 1.062 -0.166
F 0.965 -1.907 -2.561 -0.026
C -5.422 -0.231 -3.769 -0.061
H 1.544 -0.375 2.359 0.116
N 2.009 1.308 1.134 0.065
H 5.149 -1.223 0.486 0.125
H -5.076 0.076 -4.757 0.082
H 0.018 -1.606 1.694 0.081
C 2.030 -1.424 -0.425 -0.116
H 2.168 0.296 -2.380 0.097
O 4.678 2.129 -1.438 0.031
C 3.680 1.745 -1.901 -0.789
H 7.440 0.003 0.762 0.087
O 0.439 1.176 -0.614 0.150
H 4.150 1.080 2.158 0.186
C 1.965 -2.310 -1.696 -0.169
H -4.102 -0.434 0.788 0.066
O -3.377 -2.272 3.284 0.128
H 2.943 -2.337 -2.218 0.125
C -4.448 0.204 -2.685 -0.489
H 1.770 -3.361 -1.406 0.132
I 2.486 3.202 -2.998 0.930
H 1.009 -1.120 -0.128 0.113

***

| no. | total energy (eV) |
| --- | --- |
| 1 | -151714.3796 |
| 2 | -80312.3593 |
| 3 | -23857.9032 |
| 4 | -396010.2049 |
| 5 | -13503.1459 |
| 6 | -51486.1136 |